Formula: C3N3O
Source: the OMol25 dataset
Level of theory: the ωB97M-V functional and the def2-TZVPD basis

Summary:
HOMO-LUMO gap (alpha / beta): 8.2 / 7.2 eV
energy relative to the best compared isomer or geometry (same formula, charge and spin): 170.55 kcal per mole
M: 94.05 g/mol
electronic energy: -9610.1891 eV

```
! RIJCOSX wB97M-V def2-TZVPD def2/J DEFGRID3
* xyz 1 1
C -0.60 -1.41 0.00
C 1.90 0.28 0.07
C -1.72 0.26 -0.07
N 3.02 0.07 -0.27
N -0.45 -0.09 0.09
N 0.70 0.48 0.32
O -2.85 0.40 -0.14
*
```

Table of Löwdin atomic charges, one value per atom, all in e: 0.4737, -0.2086, -0.0275, 0.3220, -0.1439, 0.1706, 0.4137

Formula: C3NO2S
Source: the OMol25 dataset
Level of theory: the ωB97M-V functional and the def2-TZVPD basis

Summary:
HOMO-LUMO gap: 6.8 eV
energy relative to the best compared isomer or geometry (same formula, charge and spin): 9.90 kcal per mole
M: 114.10 g/mol
electronic energy: -19531.6772 eV

```
! RIJCOSX wB97M-V def2-TZVPD def2/J DEFGRID3
* xyz -1 1
C 0.16 -0.50 1.44
C 0.33 -0.60 0.09
C -0.47 0.85 -1.00
N -0.06 -0.29 2.56
O -0.39 0.52 -2.13
O -0.84 1.71 -0.25
S 1.28 -1.68 -0.70
*
```

Table of Löwdin atomic charges, one value per atom, all in e: -0.3837, -0.6970, -0.6877, 0.1262, 0.0032, 0.0251, 0.6138

Formula: C3NO2S
Source: the OMol25 dataset
Level of theory: the ωB97M-V functional and the def2-TZVPD basis

Summary:
HOMO-LUMO gap (alpha / beta): 5.9 / 8.2 eV
⟨S²⟩: 2.0269
energy relative to the best compared isomer or geometry (same formula, charge and spin): 0.00 kcal per mole
M: 114.10 g/mol
electronic energy: -19531.1523 eV

```
! RIJCOSX wB97M-V def2-TZVPD def2/J DEFGRID3
* xyz -1 3
C -1.17 -1.12 0.06
C -1.17 0.10 -0.48
C 1.71 0.59 0.08
N -0.91 -2.24 0.33
O 1.50 1.00 1.13
O 2.03 0.19 -0.95
S -2.00 1.49 -0.19
*
```

Table of Löwdin atomic charges, one value per atom, all in e: -0.5250, -0.7640, -0.4869, 0.0304, 0.1892, 0.1898, 0.3666

Formula: C3O4Tl
Source: the OMol25 dataset
Level of theory: the ωB97M-V functional and the def2-TZVPD basis

Summary:
HOMO-LUMO gap (alpha / beta): 7.1 / 6.4 eV
⟨S²⟩: 0.7631
energy relative to the best compared isomer or geometry (same formula, charge and spin): 0.00 kcal per mole
M: 304.41 g/mol
electronic energy: -15985.9478 eV

```
! RIJCOSX wB97M-V def2-TZVPD def2/J DEFGRID3
* xyz 0 2
C 1.49 -0.57 0.30
C 0.96 -0.20 -0.88
O 1.58 0.44 -1.85
O -0.48 0.18 -0.86
Tl -0.10 0.26 -2.93
O -2.00 0.78 2.00
C -1.25 -0.09 1.87
O -0.21 -0.80 2.36
*
```

Table of Löwdin atomic charges, one value per atom, all in e: 0.4187, -0.7167, -0.2600, -0.3442, 0.9364, 0.2199, -0.2472, -0.0069